{"formula": "C4H10", "method": "the ωB97M-V functional and the def2-TZVPD basis", "elements": ["C", "C", "C", "C", "H", "H", "H", "H", "H", "H", "H", "H", "H", "H"], "xyz": [[-1.9806, 0.1166, 0.0770], [-0.6055, -0.5250, -0.1126], [0.5926, 0.3904, -0.1943], [1.9418, -0.1632, 0.0421], [-2.0254, 0.6338, -0.7960], [-2.7433, -0.4981, 0.0134], [-1.9219, 0.8264, 1.0616], [-0.6688, -1.1331, -0.8900], [-0.5903, -1.2584, 0.6059], [0.6658, 1.1126, -0.9936], [0.2880, 1.2784, 0.5374], [2.1085, -0.8704, -0.5229], [2.0845, -0.6140, 1.0328], [2.8546, 0.7040, 0.1391]], "forces_ev_per_a": [[5.09, 3.77, 3.29], [-0.57, 2.04, 1.61], [-1.68, 3.79, 2.55], [1.47, 8.01, 7.46], [-0.79, 2.73, -2.21], [-3.64, -3.36, 0.56], [-0.64, -1.67, -2.50], [-0.23, -2.41, -4.32], [1.21, -1.44, 2.59], [-0.51, -0.64, -1.46], [1.05, -1.85, -0.36], [2.36, -6.69, -6.35], [-0.56, 0.07, 0.16], [-2.57, -2.36, -1.02]], "nbo_charge": [-0.565, -0.402, -0.411, -0.551, 0.196, 0.199, 0.187, 0.190, 0.195, 0.211, 0.183, 0.177, 0.198, 0.192], "orbital_gap_ev": 11.838, "smiles": "CCCC", "lumo_energy_ev": 1.3, "de_lowest_kcal_mol": 69.56, "homo_energy_ev": -10.58, "total_charge": 0}

***

{"formula": "C18H19Cl2N3O2OsPSSe2", "method": "the ωB97M-V functional and the def2-TZVPD basis", "elements": ["Os", "Se", "P", "Se", "C", "C", "C", "C", "C", "C", "C", "C", "C", "C", "C", "C", "H", "H", "H", "H", "H", "H", "H", "H", "H", "H", "Cl", "C", "Cl", "C", "O", "O", "H", "C", "C", "C", "N", "N", "C", "N", "S", "H", "H", "H", "H", "H", "H", "H", "H"], "xyz": [[0.0000, 0.0000, 0.0000], [-1.6954, -1.8014, -0.7242], [-0.3478, -2.8893, 0.4292], [0.4687, -1.4344, 1.9919], [0.9567, -3.5289, -0.7000], [0.6048, -4.4124, -1.7297], [1.5845, -4.9109, -2.5939], [2.9194, -4.5289, -2.4328], [3.2752, -3.6485, -1.4067], [2.2970, -3.1488, -0.5406], [-1.1785, -4.2938, 1.2852], [-0.4120, -5.1205, 2.1184], [-1.0065, -6.1934, 2.7881], [-2.3713, -6.4467, 2.6288], [-3.1417, -5.6270, 1.7987], [-2.5490, -4.5523, 1.1270], [-0.4265, -4.7146, -1.8608], [1.3091, -5.5932, -3.3877], [3.6774, -4.9152, -3.1018], [4.3091, -3.3536, -1.2822], [2.5885, -2.4698, 0.2483], [0.6464, -4.9319, 2.2489], [-0.4095, -6.8276, 3.4308], [-2.8314, -7.2773, 3.1485], [-4.1988, -5.8242, 1.6767], [-3.1628, -3.9305, 0.4913], [3.1486, -0.6613, -4.2121], [3.3008, -0.9321, -2.4517], [4.9291, -0.4466, -1.8967], [2.1982, -0.1808, -1.6736], [2.1695, 1.0817, -1.7686], [1.4195, -0.9319, -1.0052], [3.2160, -2.0103, -2.2866], [-5.4066, 2.5478, -0.0534], [-5.0561, 1.7480, 1.1914], [-3.5787, 1.6400, 1.3715], [-2.7952, 0.8554, 0.6627], [-1.4724, 0.9666, 1.0426], [-1.2988, 1.8181, 2.0277], [-0.1115, 2.0955, 2.5984], [-2.7532, 2.5575, 2.5661], [-6.4931, 2.6095, -0.1713], [-4.9940, 2.0803, -0.9541], [-5.0118, 3.5678, 0.0062], [-5.4771, 0.7395, 1.1042], [-5.5275, 2.2109, 2.0662], [0.6319, 1.4316, 2.4094], [-0.1110, 2.4638, 3.5412], [1.1444, 1.1805, 0.5216]], "forces_ev_per_a": [[0.26, 0.44, -0.36], [-1.43, 1.33, -1.18], [1.36, -1.80, 1.36], [0.22, -1.65, 0.32], [0.58, -0.43, 0.53], [0.24, 0.08, 0.08], [0.09, 0.37, 0.37], [-0.40, 0.09, 0.32], [-0.58, -0.91, 0.36], [0.06, -1.23, 0.12], [-0.01, -0.01, -0.01], [-0.24, -0.15, 0.05], [-0.17, 0.37, -0.33], [0.15, 0.43, -0.29], [0.58, 0.08, 0.06], [0.22, -0.18, 0.23], [-0.04, -0.02, -0.02], [-0.03, 0.03, 0.05], [-0.02, 0.02, 0.01], [0.02, -0.04, 0.09], [-0.01, -0.11, 0.07], [0.04, 0.00, 0.00], [0.01, 0.05, -0.04], [0.01, 0.03, -0.02], [0.04, 0.04, -0.04], [0.01, 0.10, -0.05], [-0.16, -0.02, 0.55], [0.07, -0.05, -0.36], [-0.55, -0.10, 0.08], [2.57, 4.82, -2.52], [-0.64, -3.86, 0.76], [-1.04, 0.71, 0.29], [0.05, 1.03, -0.44], [-0.09, 0.29, -0.49], [-0.36, -0.27, -0.07], [0.81, -1.40, -0.98], [-1.28, 1.06, 0.62], [-0.73, 0.90, -0.22], [0.51, 0.44, 0.94], [0.05, -0.34, 0.32], [0.32, 0.10, 0.11], [0.20, 0.00, 0.05], [-0.06, 0.06, 0.20], [-0.08, -0.13, -0.01], [0.19, 0.11, 0.07], [0.26, -0.10, -0.04], [-0.01, 0.31, -0.06], [-0.04, 0.10, -0.24], [-0.96, -0.61, -0.24]], "lowdin_spin": [2.912, 0.182, 0.069, 0.429, 0.007, 0.004, 0.000, 0.002, 0.000, 0.006, 0.024, 0.008, 0.001, 0.002, 0.001, 0.003, 0.001, 0.000, 0.000, 0.000, 0.004, 0.002, 0.000, 0.000, 0.000, 0.000, 0.000, -0.001, 0.001, 0.029, 0.070, 0.107, 0.000, 0.001, 0.002, 0.013, 0.008, 0.045, 0.034, 0.023, 0.004, 0.000, 0.000, 0.000, 0.000, 0.000, 0.000, 0.001, 0.006], "orbital_gap_ev": [7.729, 6.289], "spin_multiplicity": 5, "lumo_energy_ev": [-3.3, -5.6], "homo_energy_ev": [-11.04, -11.94], "s2": 6.023, "total_charge": 1}

***

{"formula": "C7H11NO", "method": "the ωB97M-V functional and the def2-TZVPD basis", "elements": ["C", "C", "C", "C", "C", "C", "C", "N", "O", "H", "H", "H", "H", "H", "H", "H", "H", "H", "H", "H"], "xyz": [[-1.6279, 0.8909, -1.1798], [1.5703, 0.3225, 2.4807], [0.2666, 0.3334, 2.2831], [-1.9343, -0.5855, -1.0104], [-0.4678, -0.5774, -1.1120], [0.4495, -1.7060, -1.2215], [0.7907, 1.5326, -0.7675], [-0.2648, 0.7417, -0.8085], [-2.1051, 1.7502, -1.8340], [2.3626, -0.3199, 1.8767], [2.1961, 0.8427, 3.3419], [-0.2661, -0.1964, 1.4826], [-2.1929, -0.7985, -0.0362], [-2.6240, -1.0892, -1.7079], [0.4630, -2.2474, -0.2313], [1.4047, -1.3328, -1.4468], [0.0611, -2.3661, -1.9438], [-0.4643, 0.8897, 2.8450], [1.7671, 1.3085, -0.3359], [0.6155, 2.6070, -0.6743]], "forces_ev_per_a": [[-1.32, 0.13, -1.47], [3.70, -0.70, 0.83], [-0.62, -0.22, -0.47], [-0.29, 0.67, -0.80], [0.49, -0.04, 0.55], [-0.65, 0.38, 2.09], [0.34, 1.98, 0.96], [2.03, -1.86, -1.01], [-0.58, 1.16, 0.11], [-2.17, 1.27, 0.88], [-2.00, -0.76, -1.72], [0.82, -0.10, 0.18], [-1.29, -0.69, 2.30], [0.62, 0.37, -0.09], [0.26, 0.30, -0.81], [1.56, 0.08, -0.44], [-0.17, -0.98, -1.01], [0.31, 0.39, 0.59], [-0.54, -0.99, -0.38], [-0.49, -0.40, -0.29]], "nbo_charge": [0.702, -0.396, -0.396, -0.501, 0.138, -0.648, -0.390, -0.292, -0.513, 0.195, 0.208, 0.186, 0.197, 0.223, 0.221, 0.230, 0.232, 0.200, 0.206, 0.199], "orbital_gap_ev": [7.384, 7.450], "lumo_energy_ev": [0.5, 0.5], "de_lowest_kcal_mol": 125.86, "homo_energy_ev": [-6.92, -6.95], "total_charge": 0}